i) This record from OMol25 describes a cluster of 2 separate species, C9H14 in total. The level of theory is ωB97M-V/def2-TZVPD.

XYZ file:
```
23
Properties=species:S:1:pos:R:3:nbo_charge:R:1
C 2.4211 -0.4658 -1.3019 -0.698
C -1.2859 -0.1554 -2.0739 0.038
C 0.0292 -0.6681 -2.0436 -0.262
C -1.6994 0.9625 -1.2751 -0.108
C 1.0185 -0.0625 -1.3104 0.131
C -0.7081 1.5953 -0.5874 -0.231
C 0.6085 1.0747 -0.5441 0.058
H -2.0999 -0.5597 -2.6555 0.242
H 0.3037 -1.5188 -2.6539 0.253
H -2.7080 1.2984 -1.4603 0.256
H -0.9458 2.3673 0.1376 0.258
H 2.9005 -0.6369 -2.2726 0.281
H 2.5256 -1.4904 -0.9065 0.285
H 1.3871 1.7347 -0.1746 0.238
H 3.1002 0.1568 -0.7267 0.251
C -0.0083 -0.8936 2.4898 -0.618
C -1.2066 0.0209 2.4350 -0.614
H -0.2388 -1.8429 2.0047 0.207
H 0.9406 -0.5080 2.1102 0.186
H 0.2696 -1.1732 3.5081 0.231
H -1.0435 0.9996 2.8996 0.210
H -1.9837 -0.5493 2.9451 0.227
H -1.5765 0.3143 1.4565 0.178
```

As for the gap between HOMO and LUMO (alpha / beta): 9.980 / 6.102 eV. Its net charge is +1. As for the spin multiplicity: 2. Its expectation value of S² is 0.770.

---

ii) This record from OMol25 describes a cluster of 2 separate species, C9H14 in total. The level of theory is ωB97M-V/def2-TZVPD.

XYZ file:
```
23
Properties=species:S:1:pos:R:3:nbo_charge:R:1
C 1.9171 -1.3954 0.7957 -0.682
C 0.6992 1.6670 -1.7742 0.035
C 1.5926 2.0082 -0.7577 -0.203
C 0.2326 0.3304 -2.0403 -0.148
C 2.1312 0.9852 -0.0266 -0.139
C 0.6172 -0.6737 -1.1946 -0.197
C 1.6078 -0.3332 -0.2166 0.261
H 0.1200 2.3594 -2.3788 0.245
H 1.9578 3.0192 -0.6378 0.264
H -0.4036 0.1726 -2.8975 0.253
H 2.9035 1.0560 0.7258 0.253
H 0.1352 -1.6302 -1.3460 0.260
H 2.8820 -1.2630 1.2831 0.252
H 1.9184 -2.3037 0.1899 0.255
H 1.1947 -1.3832 1.6094 0.288
C -2.3832 0.3792 0.8201 -0.600
C -2.5075 -1.0153 1.4287 -0.609
H -2.7231 0.3572 -0.2225 0.200
H -2.9213 1.1845 1.3152 0.223
H -1.3342 0.6669 0.7108 0.168
H -3.5519 -1.2646 1.5972 0.225
H -2.1146 -1.6975 0.6648 0.188
H -1.9700 -1.2261 2.3518 0.209
```

As for the gap between HOMO and LUMO (alpha / beta): 10.330 / 6.578 eV. Its net charge is +1. As for the spin multiplicity: 2. Its expectation value of S² is 0.768.

---

So which one wins? Going from most stable to least: ii), i).